The following is a DFT calculation (the ωB97M-V functional and the def2-TZVPD basis) of a cluster of 2 separate species, C2H4FNO in total at a distorted geometry.

```
9
Properties=species:S:1:pos:R:3:forces:R:3
C -0.44042 -0.03096 0.71854 -2.6 -4.4 1.4
C -0.44696 0.00770 -0.79837 2.6 5.9 1.9
N 0.64957 -0.47039 -0.01882 2.1 -1.7 -1.0
O 1.26972 -1.53238 -0.03515 -0.7 2.4 0.2
F 1.66443 1.52418 0.04216 -1.0 -1.8 0.0
H -0.47810 0.79182 1.29077 0.5 3.3 1.3
H -0.97472 -0.87196 1.31416 1.1 1.1 -1.4
H -0.97521 -0.52524 -1.44237 -2.0 -2.9 -2.4
H -0.26831 1.10723 -1.07093 -0.1 -1.8 0.1
```
Forces are in eV/Å.

The value obtained for the total energy is -8387.125 eV. The HOMO-LUMO gap (alpha / beta) is 7.88 / 7.96 eV. The value obtained for the HOMO energy (alpha / beta) is -10.27 / -10.34 eV. As for the relative energy (zero: lowest compared OMol25 entry of this formula, charge and spin): 164.2 kcal/mol.

These are the Löwdin partial charges, in e, on atoms 1 to 6:
1 C -0.032
2 C 0.021
3 N -0.180
4 O 0.143
5 F -0.441
6 H 0.081



The following is a DFT calculation (the ωB97M-V functional and the def2-TZVPD basis) of a structure of composition C2H4FNO2 at a distorted geometry.

```
10
Properties=species:S:1:pos:R:3:forces:R:3
C 0.16614 0.16501 -0.02382 0.2 1.2 -2.2
C -1.08108 -0.35076 -0.56642 -0.7 -4.7 1.9
N -2.34952 0.23344 0.04494 3.4 -2.5 0.0
O -2.56569 -0.13931 1.15239 -1.1 0.2 0.9
O -2.84608 1.06177 -0.62041 -1.9 2.2 -1.4
F -1.09236 -2.01222 0.05517 -0.1 3.8 -1.3
H 0.43598 1.11518 -0.56778 0.1 -1.2 -0.2
H 0.79420 -0.69830 -0.22084 0.9 0.5 0.4
H 0.09350 0.54313 0.94287 -0.1 -0.3 2.1
H -1.06597 -0.71308 -1.58674 -0.7 0.7 -0.1
```
Forces are in eV/Å.

The value obtained for the total energy is -10436.602 eV. The HOMO-LUMO gap is 11.60 eV. The value obtained for the HOMO energy is -11.84 eV. As for the relative energy (zero: lowest compared OMol25 entry of this formula, charge and spin): 113.8 kcal/mol.

These are the Löwdin partial charges, in e, on atoms 1 to 6:
1 C -0.033
2 C -0.045
3 N -0.419
4 O 0.135
5 O 0.134
6 F -0.222



The following is a DFT calculation (the ωB97M-V functional and the def2-TZVPD basis) of a cluster of 2 separate species, C2H4FNO2 in total at a distorted geometry.

```
10
Properties=species:S:1:pos:R:3:forces:R:3
C 0.72999 -0.62359 0.21007 0.3 -3.3 -1.3
C -0.40847 0.22155 -0.05616 -1.6 0.4 -1.2
N -0.56966 1.28606 0.74925 1.3 -1.7 -0.7
O 1.65477 -0.37492 0.92662 -0.3 0.5 0.1
O 0.62701 -1.87650 -0.40756 1.6 1.0 1.9
F -1.64288 -0.38460 -0.40063 2.4 1.0 0.2
H 0.73025 0.34323 -1.79572 -1.4 0.2 1.5
H 0.30118 1.50995 1.22483 -0.6 0.6 0.1
H -0.03726 -1.91859 -1.07200 -1.1 0.3 -0.8
H -1.38492 1.81740 0.62129 -0.6 1.2 0.2
```
Forces are in eV/Å.

The value obtained for the total energy is -10438.044 eV. The HOMO-LUMO gap (alpha / beta) is 8.88 / 8.14 eV. The value obtained for the HOMO energy (alpha / beta) is -9.50 / -8.76 eV. As for the relative energy (zero: lowest compared OMol25 entry of this formula, charge and spin): 80.6 kcal/mol.

These are the Löwdin partial charges, in e, on atoms 1 to 6:
1 C -0.568
2 C -0.321
3 N 0.187
4 O 0.123
5 O 0.063
6 F 0.027



The following is a DFT calculation (the ωB97M-V functional and the def2-TZVPD basis) of a cluster of 2 separate species, C2H4FNO3 in total at a distorted geometry.

```
11
Properties=species:S:1:pos:R:3:forces:R:3
C -0.94696 -0.51460 0.03607 -0.3 -0.3 -3.5
C 0.17052 0.47812 0.08046 2.7 -0.7 4.6
N 1.32246 0.51880 -0.90509 0.6 1.2 -0.8
O 1.69118 -0.51247 -1.43835 -0.4 0.7 0.7
O 1.78331 1.65783 -1.08683 -0.4 -2.3 0.1
O -0.80654 -1.60456 0.93692 -1.2 2.4 1.2
F -0.27029 1.72434 0.14078 -0.4 0.5 0.2
H -1.82421 0.19540 -0.03016 0.2 -1.2 1.4
H -1.02776 -0.89044 -1.04258 0.5 -0.2 1.5
H 0.88358 0.10636 1.47888 -1.6 1.1 -3.9
H -0.97530 -1.15878 1.82991 0.4 -1.3 -1.5
```
Forces are in eV/Å.

The value obtained for the total energy is -12483.005 eV. The HOMO-LUMO gap is 10.51 eV. The value obtained for the HOMO energy is -11.31 eV. As for the relative energy (zero: lowest compared OMol25 entry of this formula, charge and spin): 77.0 kcal/mol.

These are the Löwdin partial charges, in e, on atoms 1 to 6:
1 C -0.249
2 C -0.271
3 N -0.341
4 O 0.092
5 O 0.078
6 O -0.063



The following is a DFT calculation (the ωB97M-V functional and the def2-TZVPD basis) of the molecule C2H4FNS2 at a distorted geometry.

```
10
Properties=species:S:1:pos:R:3:forces:R:3
F 1.84022 -1.11620 -0.02519 -1.1 0.6 1.1
C 0.57815 -1.14607 0.65472 0.0 -3.4 -0.5
C -0.41112 -0.15832 0.17517 -0.8 1.1 -0.6
S -2.01502 -0.17820 0.48174 -0.2 -0.5 0.5
N 0.13921 0.79511 -0.57314 1.3 0.8 -0.2
S -0.45160 2.39913 -0.94802 0.3 -0.9 0.3
H 0.63546 -1.15139 1.73778 0.8 0.7 0.2
H 0.21632 -2.19862 0.48139 0.0 1.1 -0.2
H 1.15718 0.67695 -0.61503 -0.4 0.6 -0.5
H -1.68879 2.07762 -1.36943 0.2 -0.3 0.0
```
Forces are in eV/Å.

Its SMILES is FCC(=S)NS. The value obtained for the total energy is -28015.876 eV. The HOMO-LUMO gap is 9.10 eV. The value obtained for the HOMO energy is -8.84 eV. As for the relative energy (zero: lowest compared OMol25 entry of this formula, charge and spin): 6.9 kcal/mol.

These are the Löwdin partial charges, in e, on atoms 1 to 6:
1 F -0.074
2 C -0.176
3 C -0.945
4 S 0.651
5 N -0.410
6 S 0.759



The following is a DFT calculation (the ωB97M-V functional and the def2-TZVPD basis) of a cluster of 2 separate species, C2H4FP in total at a distorted geometry.

```
8
Properties=species:S:1:pos:R:3:forces:R:3
C 0.62723 0.03777 0.78784 1.6 -0.1 -0.5
P 1.04220 -0.99629 -0.40252 0.0 0.1 -0.4
C 0.86204 0.88691 -0.40348 -1.7 -0.2 -0.1
H 0.82172 0.11802 1.81791 -0.5 0.2 1.2
H -0.07919 1.22840 -0.79159 -0.3 0.2 -0.6
H 1.58387 1.66516 -0.57721 0.9 -0.3 0.4
F -2.24646 -1.67498 -0.61220 -0.8 0.9 1.7
H -2.61141 -1.26498 0.18123 0.8 -0.9 -1.7
```
Forces are in eV/Å.

Its SMILES is C1=PC1.F. The value obtained for the total energy is -14142.294 eV. The HOMO-LUMO gap is 9.12 eV. The value obtained for the HOMO energy is -8.95 eV. As for the relative energy (zero: lowest compared OMol25 entry of this formula, charge and spin): 47.8 kcal/mol.

These are the Löwdin partial charges, in e, on atoms 1 to 6:
1 C -0.511
2 P 0.904
3 C -0.447
4 H 0.014
5 H 0.018
6 H 0.040



The following is a DFT calculation (the ωB97M-V functional and the def2-TZVPD basis) of a structure of composition C2H4HgMgO at a distorted geometry.

```
9
Properties=species:S:1:pos:R:3:forces:R:3
O -0.59767 -0.70444 -0.19754 -1.4 -0.9 -0.7
Mg -1.13180 -2.64647 0.44596 4.8 -2.7 -0.5
C 0.44633 -0.10404 0.18725 1.7 -3.9 2.3
C 0.64384 1.22596 -0.40599 0.0 2.6 -0.3
H 1.56733 0.94408 0.17541 1.0 1.5 -1.1
H 0.31920 1.25550 -1.44423 0.9 -0.1 -0.3
H 0.36981 2.13328 0.12510 -0.6 0.2 0.1
Hg -2.87144 -1.42208 0.47589 -6.3 2.9 0.5
H 1.25439 -0.68179 0.63814 -0.1 0.3 0.0
```
Forces are in eV/Å.

Its expectation value of S² is 2.006. The value obtained for the total energy is -13780.442 eV. The charge is +2. The HOMO-LUMO gap (alpha / beta) is 5.14 / 6.88 eV. The value obtained for the HOMO energy (alpha / beta) is -15.87 / -19.74 eV. Its spin multiplicity is 3. As for the relative energy (zero: lowest compared OMol25 entry of this formula, charge and spin): 92.6 kcal/mol.

These are the Löwdin partial charges, in e, on atoms 1 to 6:
1 O -0.330
2 Mg 0.918
3 C -0.363
4 C 0.158
5 H 0.180
6 H 0.143



The following is a DFT calculation (the ωB97M-V functional and the def2-TZVPD basis) of the molecule C2H4INO at a distorted geometry.

```
9
Properties=species:S:1:pos:R:3:forces:R:3
H 1.71135 -2.41517 -0.12882 0.3 0.4 0.0
N 1.16561 -1.56632 -0.06618 -0.6 0.5 -0.1
C 1.68292 -0.43826 -0.02653 1.0 0.1 0.3
I 3.84522 0.06336 0.00331 -0.9 -0.4 -0.1
O 1.08645 0.75432 0.05847 1.2 -0.6 -0.1
C -0.29932 0.87979 -0.01666 -1.4 0.4 4.6
H -0.47116 1.85662 -0.33452 -0.3 1.5 -1.1
H -0.79889 0.94546 1.10903 1.3 -0.7 -2.6
H -0.77327 0.13778 -0.57183 -0.7 -1.2 -1.0
```
Forces are in eV/Å.

Its SMILES is [H]/N=C(\I)OC. The value obtained for the total energy is -13775.860 eV. The HOMO-LUMO gap is 9.96 eV. The value obtained for the HOMO energy is -9.66 eV. As for the relative energy (zero: lowest compared OMol25 entry of this formula, charge and spin): 12.9 kcal/mol.

These are the Löwdin partial charges, in e, on atoms 1 to 6:
1 H 0.061
2 N 0.118
3 C -0.861
4 I 0.709
5 O -0.218
6 C -0.084



The following is a DFT calculation (the ωB97M-V functional and the def2-TZVPD basis) of a cluster of 2 separate species, C2H4INO in total at a distorted geometry.

```
9
Properties=species:S:1:pos:R:3:forces:R:3
C -0.57254 -0.40291 0.09444 -0.8 -0.4 -1.2
C 0.38341 0.58130 0.46004 -2.8 3.3 0.2
N -0.27476 -1.53933 -0.35454 2.9 0.2 0.9
O 1.63608 0.33084 0.69744 0.8 -1.0 0.4
I -2.60906 0.20084 -0.03048 -0.3 0.4 0.2
H -0.00919 1.66469 0.63600 1.1 -2.2 -0.2
H 0.58836 2.10060 -1.57897 -0.1 -0.1 0.1
H -0.83399 -2.29248 -0.64926 -1.4 -0.3 -0.2
H 1.69168 -0.64356 0.72534 0.4 0.0 -0.3
```
Forces are in eV/Å.

The value obtained for the total energy is -13772.301 eV. The HOMO-LUMO gap (alpha / beta) is 8.71 / 7.60 eV. The value obtained for the HOMO energy (alpha / beta) is -9.44 / -8.22 eV. As for the relative energy (zero: lowest compared OMol25 entry of this formula, charge and spin): 95.0 kcal/mol.

These are the Löwdin partial charges, in e, on atoms 1 to 6:
1 C -0.894
2 C -0.341
3 N 0.059
4 O 0.047
5 I 0.745
6 H 0.103



The following is a DFT calculation (the ωB97M-V functional and the def2-TZVPD basis) of the molecule C2H4INO at a distorted geometry.

```
9
Properties=species:S:1:pos:R:3:forces:R:3
H -0.59176 2.54877 -0.09418 0.7 -1.6 -0.7
N 0.04488 1.69889 -0.16616 -1.0 2.5 0.9
C -0.45225 0.58608 0.05777 0.2 -1.5 0.0
I -2.48941 -0.01182 -0.05841 -0.1 0.2 0.2
C 0.56579 -0.54079 0.33900 0.6 0.9 -0.2
O 0.38530 -1.79982 -0.23218 -0.3 -0.3 -2.0
H 0.68104 -0.71100 1.43757 -0.3 0.3 -0.8
H 1.44570 0.02400 -0.03953 0.1 -0.9 0.4
H 0.41071 -1.79431 -1.24389 0.0 0.4 2.2
```
Forces are in eV/Å.

Its SMILES is [H]/N=C(\I)CO. The value obtained for the total energy is -13775.965 eV. The HOMO-LUMO gap is 10.22 eV. The value obtained for the HOMO energy is -9.74 eV. As for the relative energy (zero: lowest compared OMol25 entry of this formula, charge and spin): 10.5 kcal/mol.

These are the Löwdin partial charges, in e, on atoms 1 to 6:
1 H 0.090
2 N 0.058
3 C -0.859
4 I 0.782
5 C -0.339
6 O -0.115